{"formula": "C42H41CaNO4P2", "method": "ωB97M-V/def2-TZVPD", "gap_ev": [3.93, 3.93], "e_tot_ha": -3340.732759, "fmax_ev_per_a": 3.6, "homo_energy_ev": [-4.48, -4.48], "e_above_lowest_kcal_mol": 0.0, "species": ["C", "C", "H", "O", "C", "H", "C", "C", "C", "C", "C", "O", "C", "C", "H", "O", "C", "C", "H", "C", "C", "Ca", "C", "C", "C", "C", "C", "H", "C", "C", "C", "H", "H", "H", "H", "H", "H", "H", "H", "C", "H", "H", "H", "C", "H", "C", "N", "P", "C", "H", "H", "H", "C", "P", "C", "C", "H", "H", "C", "C", "H", "C", "H", "O", "C", "H", "H", "H", "H", "C", "H", "C", "C", "H", "H", "H", "H", "H", "H", "C", "C", "H", "C", "H", "H", "H", "C", "C", "H", "H", "C"], "xyz": [[0.781731, 0.320448, -3.625259], [2.650613, 2.420992, 0.831695], [2.192991, -1.000700, 2.674779], [-1.185995, 0.272282, 9.451427], [3.982476, -2.576467, 0.821087], [-1.201603, -1.966354, -3.927827], [4.030310, -1.194944, 0.525566], [0.097019, 2.344582, -4.816417], [-1.276864, 1.814794, -5.253920], [6.440544, -1.371805, 0.261978], [2.910786, 1.802419, -1.482824], [-1.123986, -1.784634, 8.668662], [-3.635962, -3.955520, 1.510069], [2.980394, 4.140729, -0.855974], [-4.707657, -5.525748, 0.456145], [-1.427648, 0.515278, 2.178637], [5.154989, -3.333141, 0.876520], [-3.412197, -4.411369, -0.872870], [-5.626124, 1.421459, -0.217622], [2.741184, 3.765713, 0.478821], [-1.046078, -0.428018, 4.745540], [0.148236, 2.045722, -0.359435], [-4.576590, 1.410330, -0.523191], [-1.225318, 1.350312, 6.859699], [-0.966879, 0.962452, 4.447925], [-2.474863, 0.184096, -0.743416], [-1.052055, 1.836550, 5.548395], [2.684748, 4.530222, 1.253398], [0.632602, 1.650410, -3.594270], [-2.573182, 2.609735, -1.163185], [-2.083453, -0.018704, -3.768201], [0.336226, -0.099882, -5.728350], [5.298721, 0.453862, -0.058305], [0.863450, -1.479123, -4.848850], [-2.658979, 2.046847, -3.586859], [-4.521156, 3.536788, -0.893688], [1.362021, -0.244092, -2.884424], [-2.866005, -0.458003, -3.144385], [-1.086603, 1.279111, -2.055082], [-1.212159, -0.913458, 6.052452], [-1.855960, 2.621538, -5.725219], [-1.024175, 2.921293, 5.394323], [-4.061240, -4.222953, 2.482965], [2.706685, 1.406916, -0.144158], [3.072818, 5.200782, -1.134962], [3.123547, 3.138905, -1.811247], [-1.197263, -0.541112, 8.495167], [2.463532, -0.304345, 0.438135], [-2.059334, 1.288648, -4.093642], [0.807928, 2.272624, -5.662560], [-0.178588, -1.308857, -2.166428], [2.857620, 1.052564, -2.264867], [-3.989028, -4.718063, 0.374010], [-1.320143, -1.028240, -0.102887], [-2.516414, -3.359526, -1.002353], [-2.783151, -2.877369, 1.385151], [5.103674, -4.407021, 1.089734], [-1.162357, 1.061491, -6.044437], [1.512061, -1.111490, -0.841267], [5.273227, -0.609156, 0.221509], [-1.021599, -1.167207, 3.922104], [-0.868835, 1.368756, 2.962498], [2.622140, 2.159703, 1.885804], [-0.225503, 2.397699, 2.560822], [-3.947651, 2.597059, -0.894172], [7.302352, -3.303619, 0.656140], [1.346433, 0.531712, 2.382959], [2.194248, -1.556127, -1.588718], [0.656390, -1.010592, 1.784829], [-1.227056, -1.018260, -4.489012], [-1.352720, 2.020449, 7.698829], [6.388440, -2.723256, 0.628254], [0.150970, -1.139037, -1.122241], [-2.019679, -3.160880, -1.963453], [3.009247, -3.057971, 1.000768], [-1.691110, -1.316308, -5.453211], [-3.674234, -5.006761, -1.755389], [7.388115, -0.902610, -0.018151], [-2.515407, -2.272231, 2.263983], [0.254848, -0.563304, -4.728455], [-2.247116, -2.544439, 0.114796], [-1.312749, -1.977054, 6.232936], [-1.267126, -0.027001, 7.154231], [1.081348, 2.328711, -2.835081], [-2.034402, 3.559498, -1.328507], [-4.308190, -0.655854, 0.056481], [-3.841476, 0.225064, -0.391769], [-1.941339, 1.364572, -1.361962], [0.009779, 3.416282, -4.607209], [3.391104, 3.437518, -2.839161], [1.579685, -0.434350, 1.945618]], "forces_ev_per_angstrom": [[0.93, -0.44, 0.28], [0.15, 1.42, 0.53], [-0.16, 0.32, -0.33], [-0.07, -1.44, -2.09], [-0.17, 0.30, 0.05], [-0.04, 0.36, 0.03], [1.00, -0.66, -0.24], [-0.08, 0.83, -0.19], [-0.11, 0.18, -0.50], [-0.05, -0.07, 0.07], [0.24, -0.09, -0.90], [-0.21, 2.60, -0.65], [-0.63, -0.94, -0.47], [-0.04, 0.72, -0.10], [0.12, 0.03, 0.02], [1.00, 2.43, 1.78], [-0.03, 0.13, 0.00], [-0.33, -0.56, 0.17], [0.31, 0.00, -0.30], [-0.36, -0.36, 0.29], [-0.32, -0.02, 0.09], [0.85, -0.92, 1.72], [0.26, -0.49, 0.05], [0.00, -0.43, 0.30], [0.07, -0.58, 0.81], [-0.25, 0.69, -0.61], [-0.24, -0.23, 0.05], [0.00, -0.21, -0.12], [0.69, 0.19, -0.74], [-0.56, -0.75, -0.85], [-0.85, 0.49, -1.44], [0.00, 0.08, 0.57], [0.07, -0.50, 0.14], [-0.14, 0.38, 0.44], [-0.07, -0.55, -0.10], [0.39, -0.49, 0.13], [-0.42, 0.78, -0.25], [0.52, 0.46, 0.27], [-0.15, -0.03, 0.75], [0.14, 0.49, 0.11], [0.15, -0.07, 0.16], [0.02, -0.49, 0.01], [0.18, 0.15, -0.35], [0.86, -1.43, 2.07], [0.03, -0.63, 0.19], [-0.01, -0.02, -0.30], [-0.06, -0.94, 2.86], [-0.84, -0.04, -3.50], [-0.84, -0.97, -0.60], [-0.18, -0.05, 0.38], [0.84, -0.18, 0.55], [0.37, 0.05, 0.08], [0.58, 0.84, 0.02], [1.81, 0.44, 0.68], [-0.12, 0.12, 0.56], [0.61, 0.60, -0.58], [0.02, 0.50, 0.00], [-0.12, 0.14, 0.34], [1.80, -0.57, 1.50], [-0.55, 0.13, 0.09], [-0.02, 0.71, 0.53], [-0.70, -1.26, -1.74], [-0.17, 0.16, -0.12], [-0.39, -0.84, 0.30], [0.06, 0.92, 0.82], [-0.05, -0.01, 0.03], [-0.09, 0.06, 0.12], [-0.29, 0.52, 0.22], [0.23, 0.43, -0.12], [0.31, -0.61, -0.26], [0.22, 0.20, -0.10], [-0.36, 0.40, -0.38], [-3.31, 0.26, -1.46], [-0.35, 0.02, 0.46], [0.45, 0.25, -0.11], [0.26, 0.31, 0.28], [0.10, 0.16, 0.39], [-0.30, -0.23, 0.21], [-0.18, -0.15, -0.54], [-0.12, -0.42, -0.85], [-0.58, -0.93, -0.42], [0.19, 0.08, -0.04], [0.51, 0.54, -2.74], [-0.28, -0.83, -0.51], [-0.47, -0.36, -0.47], [0.15, 0.26, -0.16], [0.24, 0.30, 0.29], [-0.63, 0.13, 1.33], [0.00, -0.05, 0.00], [-0.34, -0.40, 0.50], [-0.10, -0.36, 1.59]]}